Density functional theory data (wB97M-V/def2-TZVPD) for an isolated ion of composition C3H9N2O2 and charge +1 at a distorted geometry.

Calculated values
Charge = +1
LUMO = -3.3014 eV
Kohn-Sham gap = 11.07 eV
SMILES = C[NH2+][C@@H](O)C(N)=O
Relative energy (zero: lowest compared OMol25 entry of this formula, charge and spin) = 220.63 kJ/mol

Geometry (Å):
C  -1.5199  -0.4464  -0.0885
C  2.1801  -0.5555  0.2493
C  -0.0728  0.5174  0.3991
N  -2.7191  0.0110  0.2610
N  0.9538  -0.1281  -0.4339
O  -1.2059  -1.2985  -0.8803
O  -0.2498  1.8665  0.0329
H  1.9084  -1.3983  1.0647
H  2.8094  -0.9638  -0.5529
H  2.7339  0.3339  0.7081
H  0.0714  0.3982  1.5406
H  -2.8445  0.6543  0.9443
H  -3.4851  -0.4272  -0.1031
H  1.2323  0.4151  -1.2764
H  0.5250  -0.8967  -0.9546
H  -0.3172  1.9180  -0.9103



Density functional theory data (wB97M-V/def2-TZVPD) for C3H11N3O as an isolated structure.

Calculated values
Charge = 0
LUMO = 0.8186 eV
Kohn-Sham gap = 9.18 eV
Relative energy (zero: lowest compared OMol25 entry of this formula, charge and spin) = 268.11 kJ/mol

Geometry (Å):
C  1.2966  0.3241  -1.3205
N  -0.4137  0.9050  -0.6594
N  2.1499  0.2541  -0.2990
H  2.6564  1.1251  -0.1659
H  -0.3289  1.8643  -0.3249
H  -1.1400  0.9196  -1.3736
H  1.3427  -0.0529  0.7626
H  0.9007  -0.6193  -1.6863
H  1.4200  1.0708  -2.1048
C  -1.3695  -1.3083  0.0435
C  -1.0287  0.0957  0.5713
N  0.3322  -0.0979  1.4645
O  -1.9083  0.7449  1.1829
H  0.2391  -0.9516  2.0084
H  0.2977  0.6763  2.1243
H  -2.1687  -1.2209  -0.6941
H  -0.5217  -1.8315  -0.4046
H  -1.7558  -1.8973  0.8757



Density functional theory data (wB97M-V/def2-TZVPD) for a 3-piece molecular cluster, C8H18IN overall at a distorted geometry.

Calculated values
Charge = 0
LUMO = 0.5604 eV
Kohn-Sham gap = 9.11 eV
SMILES = CN=C(C)C.C=C(C)C.I
Relative energy (zero: lowest compared OMol25 entry of this formula, charge and spin) = 158.85 kJ/mol

Geometry (Å):
C  0.4419  -1.8435  -0.6408
C  -1.5926  -2.0008  0.8847
C  0.6809  -1.3219  1.6569
C  -0.7658  2.4861  1.1796
C  1.0120  1.8209  -0.5658
C  -1.5978  0.9315  -2.2000
C  -0.1646  -1.6876  0.5109
C  -0.4641  1.7541  -0.1788
N  -1.4761  1.3629  -0.8110
I  4.6478  -1.0597  -0.8256
H  1.4700  -1.6849  -0.8024
H  4.6860  -2.5754  -0.7369
H  -0.1098  -2.2629  -1.4846
H  -1.5601  -2.7553  1.6502
H  -2.0623  -1.0494  1.3220
H  -2.1709  -2.2850  0.0760
H  0.3577  -1.8260  2.5966
H  1.6998  -1.2697  1.4841
H  0.3680  -0.2697  1.7297
H  0.0320  3.2560  1.4648
H  -0.6794  1.6374  1.9641
H  -1.7559  2.8938  1.1110
H  1.3407  0.9512  0.0192
H  1.2843  1.3871  -1.6132
H  1.3176  2.8543  -0.3395
H  -1.0157  0.0252  -2.3740
H  -2.6677  0.7628  -2.2766
H  -1.2558  1.7684  -2.8006